This record from OMol25 describes C28H42BrN3P2Pd as an isolated structure. The level of theory is the ωB97M-V functional and the def2-TZVPD basis.

Output
- LUMO (alpha / beta) (eV) = -12.719 / -15.637
- energy relative to the best compared isomer or geometry (same formula, charge and spin) (kcal per mole) = 0.0
- largest force on an atom (eV Å⁻¹) = 4.220

ORCA input file:
```
! wB97M-V def2-TZVPD RIJCOSX def2/J DEFGRID3
* xyz 4 5
C -3.71020 1.28757 4.43103
C -3.13847 0.12836 3.86661
C -3.96741 -0.74293 3.12352
C -5.32802 -0.44303 3.02198
N -5.85191 0.63828 3.59635
C -5.08471 1.49135 4.27176
C -1.76758 -0.19911 4.03077
C -0.63874 -0.69881 4.06017
C 0.72478 -0.83962 3.72789
C 1.28256 0.29681 3.12279
C 2.23284 0.08424 2.12221
C 2.64335 -1.21447 1.83524
C 2.33507 -2.29699 2.64615
C 1.43042 -2.06509 3.69649
Pd 1.80232 0.13400 -0.22842
P -0.20750 1.19340 -0.45675
H -3.57068 -1.66339 2.68237
H -3.11861 1.99443 5.02137
H -6.00100 -1.11262 2.47752
H -5.57998 2.35936 4.71916
H 1.16629 -2.84880 4.40818
H 0.87365 1.29072 3.32458
H 2.77054 -3.28464 2.47971
H 2.63719 0.91926 1.54496
C -0.37654 2.10976 -2.05433
C -1.77877 2.52472 -2.50183
H 0.09442 1.48461 -2.82879
H 0.25806 3.00790 -1.96743
H -1.73400 3.02886 -3.47522
H -2.44831 1.66982 -2.62486
H -2.24424 3.23501 -1.81287
C -1.67259 0.08183 -0.26934
C -3.03690 0.72297 0.00083
H -1.41982 -0.58380 0.57009
H -1.73603 -0.55432 -1.16514
H -3.82938 -0.03897 -0.02213
H -3.08647 1.17631 0.99901
H -3.31209 1.47874 -0.74532
C -0.43829 2.44331 0.86525
C -1.41100 3.58999 0.59245
H 0.56228 2.85458 1.05308
H -0.72044 1.89278 1.77596
H -1.45078 4.26599 1.45539
H -1.10537 4.19738 -0.26543
H -2.43733 3.24611 0.42427
Br 3.74997 -1.43711 0.12451
P 1.27969 -1.77800 -1.82848
C -0.14320 -1.61849 -2.98075
C -0.00902 -2.32879 -4.32738
H -0.29001 -0.53692 -3.14067
H -1.02992 -1.99360 -2.44751
H -0.91683 -2.13470 -4.90845
H 0.83611 -1.95483 -4.91517
H 0.08257 -3.41755 -4.22380
C 2.71675 -2.12529 -2.91721
C 3.06715 -3.58244 -3.14702
H 3.57119 -1.60832 -2.46744
H 2.51794 -1.61859 -3.86965
H 4.05909 -3.63360 -3.61179
H 3.11874 -4.17257 -2.22719
H 2.37136 -4.07448 -3.83641
C 0.87800 -3.19570 -0.72784
C 0.23650 -4.43527 -1.35718
H 0.20374 -2.79316 0.04587
H 1.80949 -3.46137 -0.20433
H 0.08661 -5.18513 -0.56812
H -0.75195 -4.22893 -1.78934
H 0.87039 -4.90160 -2.12372
N 3.28203 2.75829 -1.46167
C 3.96548 3.90370 -1.22961
C 4.11384 3.99717 0.14517
C 3.45708 2.88656 0.68948
N 2.97261 2.11217 -0.30368
H 3.02197 2.37604 -2.36932
H 4.30324 4.55818 -2.01143
H 4.62441 4.74272 0.72240
H 3.33437 2.63976 1.73845
*
```